# 1
A molecular structure, C25H16BrCl4N7O3S2TeTi at a distorted geometry. Source: OMol25; level of theory: ωB97M-V with the def2-TZVPD basis set.

**Charge**: -1
**E_HOMO (spin up / spin down)**: -2.9 / -2.9 eV
**Spin multiplicity**: 2

Last column: Löwdin spin population.
CARTESIAN COORDINATES (ANGSTROEM)
Ti (0.41, 0.52, -0.99)  0.911
S (4.60, -5.50, 0.18)  -0.007
N (3.23, -5.35, -0.66)  -0.007
C (2.93, -4.08, -0.63)  0.001
C (1.75, -3.46, -1.25)  -0.023
C (0.80, -4.17, -1.93)  0.006
C (-0.31, -3.50, -2.47)  -0.042
C (-0.42, -2.15, -2.25)  0.013
N (0.49, -1.43, -1.57)  -0.059
C (1.61, -2.06, -1.09)  -0.028
C (2.58, -1.26, -0.45)  -0.039
N (2.38, 0.16, -0.52)  -0.063
C (3.24, 0.90, 0.33)  0.012
C (4.25, 0.36, 1.02)  -0.035
C (4.54, -1.04, 0.94)  -0.024
C (3.70, -1.82, 0.22)  -0.009
C (3.88, -3.28, 0.09)  0.001
N (4.87, -3.97, 0.60)  0.002
H (0.92, -5.24, -2.05)  0.001
H (-1.07, -4.02, -3.03)  -0.003
H (-1.27, -1.60, -2.62)  0.002
H (3.07, 1.96, 0.31)  0.000
H (4.86, 1.02, 1.64)  -0.002
H (5.39, -1.48, 1.46)  0.000
Cl (-5.31, 1.35, -4.56)  0.001
C (-4.21, 1.06, -3.25)  0.003
C (-4.69, 0.76, -1.99)  0.000
Cl (-6.40, 0.65, -1.70)  0.000
C (-3.79, 0.54, -0.93)  0.002
Cl (-4.37, 0.18, 0.67)  0.000
C (-2.42, 0.60, -1.13)  0.004
O (-1.49, 0.41, -0.20)  0.008
C (-1.94, 0.91, -2.42)  0.004
O (-0.61, 0.96, -2.56)  0.000
C (-2.82, 1.14, -3.46)  -0.001
Cl (-2.16, 1.51, -5.01)  0.001
O (-1.35, 6.15, 0.68)  0.003
C (-0.77, 4.99, 0.38)  0.006
C (-0.57, 4.55, -0.90)  0.000
C (0.02, 3.33, -1.11)  0.011
N (0.41, 2.50, -0.12)  0.009
C (0.25, 2.99, 1.10)  0.007
Br (0.84, 2.00, 2.58)  0.002
C (-0.33, 4.21, 1.41)  -0.002
H (-1.61, 6.59, -0.13)  0.000
H (-0.87, 5.15, -1.76)  0.000
H (0.23, 2.99, -2.11)  0.004
H (-0.42, 4.52, 2.44)  0.000
C (-1.70, -1.05, 5.14)  0.000
N (-0.64, -1.31, 4.19)  0.000
C (-0.74, -1.10, 2.85)  0.000
N (-1.89, -0.59, 2.40)  0.000
S (0.54, -1.46, 1.81)  -0.002
H (-1.44, -1.51, 6.09)  0.000
H (-2.64, -1.48, 4.81)  0.000
H (-1.85, 0.02, 5.32)  0.000
H (0.27, -1.58, 4.50)  0.000
H (-2.59, -0.20, 3.02)  0.000
H (-1.92, -0.32, 1.42)  0.000
Te (2.58, 1.02, -2.71)  0.333


# 2
C8H10 in the gas phase at a distorted geometry. Source: OMol25; level of theory: ωB97M-V with the def2-TZVPD basis set.

**Charge**: 0
**E_HOMO**: -8.2 eV
**Spin multiplicity**: 1

Last column: natural (NBO) charge in e.
CARTESIAN COORDINATES (ANGSTROEM)
C (-1.33, -1.63, 1.42)  0.058
C (-0.47, -2.57, 0.94)  -0.470
C (-0.83, -0.26, 1.04)  -0.522
C (-0.67, 1.26, -1.61)  -0.433
C (0.29, -0.45, 0.12)  -0.347
C (0.53, -2.18, 0.07)  0.084
C (0.41, 0.95, -0.93)  0.068
C (1.67, 1.69, -1.01)  -0.669
H (-2.17, -1.74, 2.05)  0.206
H (-0.35, -3.55, 1.33)  0.223
H (-1.50, 0.39, 0.51)  0.249
H (-0.54, 0.10, 2.04)  0.245
H (-1.61, 0.68, -1.46)  0.186
H (-0.82, 2.14, -2.25)  0.206
H (1.26, -0.43, 0.70)  0.238
H (1.76, 2.78, -1.32)  0.231
H (2.30, 1.16, -1.69)  0.233
H (2.09, 1.66, 0.06)  0.213


# 3
6 unconnected molecules or ions with the total composition C30H56ClN5O23S6 at a distorted geometry. Source: OMol25; level of theory: ωB97M-V with the def2-TZVPD basis set.

**SMILES**: [H]/N=C(\N)NCCCC[C@@](C#N)(CCCCS(=O)(=O)Cl)[C@H](C#N)CCCCCOCC.O=S1(=O)OCCO1.O=S1(=O)OCCO1.O=S1(=O)OCCO1.O=S1(=O)OCCO1.O=S1(=O)OCCO1
**Charge**: 0
**E_HOMO**: -9.1 eV
**Spin multiplicity**: 1

Last column: Löwdin charge in e.
CARTESIAN COORDINATES (ANGSTROEM)
C (1.66, -3.36, 4.44)  -0.105
C (1.84, -3.27, 2.81)  -0.267
O (2.78, -4.25, 2.30)  -0.187
C (2.64, -4.45, 0.87)  -0.211
C (2.19, -3.14, 0.04)  -0.204
C (2.46, -3.21, -1.55)  -0.189
C (3.07, -1.80, -2.04)  -0.186
C (1.97, -0.76, -2.61)  -0.151
C (0.92, -0.23, -1.52)  -0.194
C (1.69, 0.15, -0.14)  -0.152
N (2.24, 0.38, 0.92)  0.153
C (-0.11, 0.90, -2.03)  -0.306
C (-0.52, 1.76, -0.71)  -0.155
N (-0.87, 2.29, 0.32)  0.161
C (0.44, 1.93, -3.13)  -0.147
C (1.13, 3.27, -2.56)  -0.203
C (2.45, 3.02, -1.66)  -0.180
C (3.35, 4.38, -1.58)  -0.213
N (2.85, 5.26, -0.46)  -0.015
C (3.40, 4.79, 0.85)  -0.431
N (4.12, 3.68, 0.98)  0.093
N (3.12, 5.54, 2.14)  0.047
C (-1.41, 0.16, -2.69)  -0.136
C (-2.82, 0.68, -2.12)  -0.192
C (-3.29, -0.08, -0.75)  -0.207
C (-4.90, -0.24, -0.75)  -0.251
S (-5.61, -0.08, 0.97)  0.464
O (-4.59, -0.52, 2.01)  -0.380
O (-6.85, -0.92, 1.15)  -0.398
Cl (-6.07, 1.97, 1.21)  0.325
H (0.89, -2.53, 4.71)  0.085
H (1.23, -4.37, 4.77)  0.072
H (2.64, -3.07, 4.96)  0.082
H (2.25, -2.19, 2.63)  0.116
H (0.77, -3.39, 2.39)  0.127
H (1.97, -5.36, 0.59)  0.131
H (3.69, -4.73, 0.47)  0.129
H (1.09, -2.84, 0.19)  0.102
H (2.84, -2.27, 0.45)  0.098
H (1.51, -3.46, -2.13)  0.090
H (3.22, -4.07, -1.73)  0.116
H (3.78, -2.04, -2.93)  0.115
H (3.75, -1.29, -1.25)  0.116
H (2.57, 0.16, -2.97)  0.095
H (1.43, -1.18, -3.55)  0.135
H (0.27, -1.15, -1.22)  0.136
H (-0.49, 2.29, -3.73)  0.127
H (1.15, 1.49, -3.91)  0.125
H (0.38, 3.98, -2.03)  0.118
H (1.48, 3.87, -3.49)  0.115
H (3.10, 2.15, -2.02)  0.092
H (2.07, 2.85, -0.58)  0.088
H (3.15, 4.99, -2.55)  0.112
H (4.47, 4.16, -1.52)  0.106
H (1.83, 5.00, -0.39)  0.106
H (4.39, 3.56, 1.98)  0.052
H (2.39, 6.26, 1.98)  0.071
H (2.63, 4.82, 2.71)  0.083
H (-1.43, 0.36, -3.83)  0.128
H (-1.39, -0.98, -2.57)  0.119
H (-2.90, 1.83, -2.03)  0.127
H (-3.62, 0.38, -2.90)  0.116
H (-2.72, -1.08, -0.67)  0.123
H (-2.98, 0.52, 0.20)  0.101
H (-5.30, 0.55, -1.49)  0.104
H (-5.14, -1.30, -1.11)  0.127
C (4.25, -5.59, -5.42)  -0.167
C (3.43, -5.87, -6.67)  -0.171
O (2.12, -5.36, -6.38)  -0.189
S (2.26, -4.07, -5.41)  0.646
O (2.21, -2.89, -6.21)  -0.228
O (1.42, -4.28, -4.26)  -0.239
O (3.81, -4.31, -4.96)  -0.198
H (4.04, -6.32, -4.64)  0.135
H (5.32, -5.57, -5.63)  0.138
H (3.38, -6.93, -6.91)  0.138
H (3.82, -5.32, -7.54)  0.134
C (-8.59, -0.60, 3.87)  -0.184
C (-7.45, -0.23, 4.80)  -0.173
O (-8.07, 0.48, 5.88)  -0.192
S (-9.56, -0.13, 6.12)  0.653
O (-9.49, -1.08, 7.19)  -0.230
O (-10.50, 0.95, 6.10)  -0.232
O (-9.68, -0.95, 4.72)  -0.190
H (-8.90, 0.25, 3.26)  0.131
H (-8.33, -1.44, 3.22)  0.123
H (-6.71, 0.40, 4.32)  0.125
H (-6.97, -1.12, 5.21)  0.138
C (0.52, -1.52, 9.33)  -0.174
C (1.75, -1.25, 8.48)  -0.174
O (2.37, -2.53, 8.31)  -0.191
S (1.22, -3.67, 8.29)  0.665
O (0.93, -3.98, 6.92)  -0.255
O (1.56, -4.67, 9.26)  -0.222
O (0.01, -2.77, 8.87)  -0.189
H (0.79, -1.63, 10.39)  0.133
H (-0.23, -0.73, 9.23)  0.136
H (2.44, -0.55, 8.95)  0.136
H (1.47, -0.88, 7.49)  0.132
C (8.16, 2.28, -2.00)  -0.169
C (7.71, 2.54, -3.43)  -0.173
O (7.15, 1.31, -3.87)  -0.190
S (6.47, 0.56, -2.60)  0.651
O (5.06, 0.84, -2.61)  -0.242
O (6.99, -0.78, -2.53)  -0.222
O (7.15, 1.44, -1.43)  -0.184
H (9.11, 1.74, -1.97)  0.133
H (8.26, 3.20, -1.42)  0.139
H (8.53, 2.85, -4.07)  0.136
H (6.93, 3.31, -3.46)  0.130
C (-7.54, 4.99, -1.71)  -0.168
C (-7.24, 3.52, -2.01)  -0.198
O (-7.21, 3.44, -3.43)  -0.194
S (-6.65, 4.84, -4.03)  0.653
O (-5.25, 4.69, -4.30)  -0.231
O (-7.58, 5.32, -5.01)  -0.221
O (-6.81, 5.73, -2.68)  -0.188
H (-8.60, 5.21, -1.83)  0.136
H (-7.22, 5.27, -0.70)  0.136
H (-8.00, 2.85, -1.60)  0.135
H (-6.26, 3.23, -1.63)  0.102


# 4
A molecular structure, C9H17ClI2N2OPTb at a distorted geometry. Source: OMol25; level of theory: ωB97M-V with the def2-TZVPD basis set.

**Charge**: +2
**E_HOMO (spin up / spin down)**: -15.4 / -15.4 eV
**Spin multiplicity**: 7

Last column: Löwdin spin population.
CARTESIAN COORDINATES (ANGSTROEM)
I (1.81, -4.12, -2.02)  0.002
I (-0.80, -4.22, -1.34)  0.000
Tb (0.52, -0.41, -0.33)  6.157
P (-0.15, 0.83, -2.85)  -0.064
C (-1.71, 1.02, -3.74)  -0.012
C (0.76, 2.36, -3.23)  -0.012
H (1.77, -0.55, -3.48)  0.000
H (0.87, -0.12, -4.92)  -0.002
H (0.29, -1.39, -3.83)  0.000
C (0.76, -0.40, -3.87)  -0.007
H (1.76, 2.33, -2.79)  0.000
H (0.87, 2.59, -4.29)  -0.003
H (-1.62, 1.28, -4.79)  -0.003
H (-2.31, 1.80, -3.27)  0.000
H (0.25, 3.21, -2.77)  0.000
H (-2.30, 0.11, -3.68)  0.000
C (-2.44, 0.19, -0.56)  0.004
O (-3.62, 0.21, -0.60)  0.001
Cl (2.93, 0.29, -0.60)  -0.044
C (2.31, -0.93, 4.62)  0.000
C (1.13, -0.61, 3.80)  0.000
C (-0.19, -0.36, 4.16)  -0.001
C (-0.90, -0.05, 2.99)  -0.001
N (-0.03, -0.13, 1.92)  -0.017
N (1.17, -0.50, 2.46)  0.002
C (-2.31, 0.32, 2.87)  0.000
H (2.47, -0.14, 5.36)  0.000
H (2.14, -1.86, 5.18)  0.000
H (3.25, -1.05, 4.04)  0.000
H (-0.60, -0.40, 5.17)  0.000
H (2.02, -0.55, 1.86)  0.002
H (-2.97, -0.51, 3.19)  0.000
H (-2.54, 1.17, 3.52)  0.000
H (-2.59, 0.58, 1.84)  0.000


# 5
3 unconnected molecules or ions with the total composition C4H12O2 at a distorted geometry. Source: OMol25; level of theory: ωB97M-V with the def2-TZVPD basis set.

**SMILES**: C/C=C/C.O.O
**Charge**: 0
**E_HOMO**: -8.9 eV
**Spin multiplicity**: 1

Last column: natural (NBO) charge in e.
CARTESIAN COORDINATES (ANGSTROEM)
C (-1.00, -1.53, -0.56)  -0.671
C (0.06, -1.24, 0.47)  -0.211
C (-0.20, -0.53, 1.60)  -0.192
C (0.82, -0.03, 2.55)  -0.658
H (-1.84, -0.88, -0.31)  0.242
H (-0.93, -2.63, -0.59)  0.227
H (-0.77, -1.15, -1.57)  0.230
H (1.13, -1.47, 0.44)  0.187
H (-1.28, -0.46, 1.76)  0.190
H (1.69, -0.68, 2.62)  0.218
H (0.39, 0.15, 3.55)  0.220
H (1.13, 1.04, 2.34)  0.218
H (1.03, 0.51, -1.13)  0.497
H (2.40, 1.35, -1.39)  0.484
O (1.53, 1.11, -1.72)  -0.978
H (-0.47, 1.83, -1.78)  0.487
H (-1.89, 2.24, -1.60)  0.466
O (-1.35, 1.45, -1.61)  -0.955


# 6
3 unconnected molecules or ions with the total composition C5H8O2. Source: OMol25; level of theory: ωB97M-V with the def2-TZVPD basis set.

**SMILES**: C1=CC1.C=O.C=O
**Charge**: 0
**E_HOMO**: -9.2 eV
**Spin multiplicity**: 1

Last column: natural (NBO) charge in e.
CARTESIAN COORDINATES (ANGSTROEM)
C (0.62, -0.38, 1.86)  -0.434
C (1.63, 0.14, 0.89)  -0.188
O (0.66, -1.29, -1.55)  -0.501
C (-0.49, -1.62, -1.38)  0.275
C (-1.20, 1.34, -1.19)  0.266
O (-1.67, 1.38, -0.08)  -0.500
C (0.87, 1.03, 1.43)  -0.180
H (-0.28, -0.90, 1.50)  0.161
H (0.94, -0.72, 2.85)  0.175
H (2.41, -0.14, 0.19)  0.232
H (-0.83, -2.14, -0.46)  0.122
H (-1.27, -1.40, -2.13)  0.106
H (-0.12, 1.46, -1.39)  0.130
H (-1.84, 1.16, -2.08)  0.107
H (0.55, 2.06, 1.54)  0.228


The records above give, respectively, relative energy (zero: lowest compared OMol25 entry of this formula, charge and spin) values of 15.4, 157.9, 147.6, 0.0, 27.3, 112.2 kcal/mol.
The records above give, respectively, electronic energy values of -7900.1849, -310.5841, -6029.9112, -2758.7232, -310.0294, -345.6261 Ha.